# C40H37AsIrN5O2SSe

A structure of composition C40H37AsIrN5O2SSe (ωB97M-V/def2-TZVPD, the OMol25 dataset).

Calculated values
Multiplicity: 5
Gap between HOMO and LUMO (alpha / beta) (eV): 7.0571 / 5.2753
Energy above the lowest of the compared OMol25 structures with the same formula, charge and spin (kcal/mol): 4.6
Charge: +2

Element x y z (Å)
1 Ir -0.8259 -0.1443 0.3414
2 O -2.9971 0.5143 0.1355
3 N -3.5694 0.8563 -1.0270
4 C -4.9000 0.6961 -1.1419
5 C -5.5521 1.0615 -2.2975
6 C -4.8323 1.5929 -3.3574
7 C -3.4611 1.7403 -3.2211
8 C -2.8495 1.3662 -2.0443
9 H -5.3870 0.2903 -0.2689
10 H -6.6232 0.9282 -2.3576
11 H -5.3308 1.8917 -4.2694
12 H -2.8550 2.1466 -4.0189
13 H -1.7854 1.4455 -1.8726
14 N -1.5037 5.2900 5.4114
15 C -1.6346 5.3310 4.0668
16 O -1.9319 6.3306 3.4506
17 C -1.3814 4.0432 3.3041
18 C -1.7361 4.0404 1.9642
19 C -1.5114 2.9077 1.2118
20 N -0.9546 1.7996 1.7129
21 C -0.6122 1.8032 3.0048
22 C -0.8044 2.8963 3.8311
23 H -1.6888 6.1383 5.9216
24 H -1.3385 4.4497 5.9315
25 H -2.1718 4.9307 1.5305
26 H -1.7608 2.8955 0.1599
27 H -0.1553 0.9014 3.3933
28 H -0.4771 2.8302 4.8606
29 C -3.6393 -2.7247 1.1165
30 N -2.5014 -3.6289 1.3014
31 C -2.5103 -4.9841 1.0325
32 C -1.3010 -5.4648 1.3895
33 N -0.5676 -4.3969 1.8643
34 C 0.7925 -4.4759 2.3996
35 C -1.3043 -3.2775 1.7911
36 Se -0.7709 -1.5725 2.3817
37 H -4.3414 -3.1983 0.4366
38 H -3.3017 -1.7793 0.7012
39 H -4.1257 -2.5406 2.0723
40 H -3.3733 -5.4884 0.6323
41 H -0.9098 -6.4675 1.3532
42 H 1.2160 -5.4359 2.1201
43 H 0.7768 -4.3891 3.4830
44 H 1.3979 -3.6710 1.9911
45 S -1.5465 -1.6173 -1.5017
46 C -0.6673 -3.0667 -1.7343
47 C -1.1046 -3.9674 -2.7290
48 C -0.3956 -5.1289 -2.9634
49 C 0.7542 -5.4049 -2.2250
50 C 1.1963 -4.5200 -1.2401
51 C 0.4911 -3.3619 -0.9874
52 H -1.9923 -3.7332 -3.3040
53 H -0.7253 -5.8157 -3.7322
54 H 1.3138 -6.3106 -2.4246
55 H 2.1015 -4.7381 -0.6856
56 H 0.8224 -2.6531 -0.2379
57 C 5.1674 -0.5179 2.4024
58 C 5.1817 -0.8560 1.0572
59 C 4.0944 -0.5491 0.2466
60 C 2.9952 0.0965 0.7974
61 C 2.9716 0.4265 2.1486
62 C 4.0621 0.1232 2.9494
63 As 1.5001 0.6299 -0.3009
64 C 1.7591 2.5297 -0.5069
65 C 1.6206 3.5235 0.4485
66 C 1.8889 4.8402 0.0981
67 C 2.2888 5.1451 -1.1985
68 C 2.4415 4.1425 -2.1469
69 C 2.1825 2.8199 -1.8058
70 C 2.3535 1.6446 -2.6974
71 C 2.7771 1.6874 -4.0204
72 C 2.9177 0.5106 -4.7427
73 C 2.6343 -0.7181 -4.1584
74 C 2.2047 -0.7733 -2.8390
75 C 2.0766 0.4028 -2.1181
76 H 6.0213 -0.7489 3.0263
77 H 6.0449 -1.3501 0.6301
78 H 4.1189 -0.7965 -0.8069
79 H 2.1111 0.9283 2.5772
80 H 4.0526 0.3902 3.9983
81 H 1.3238 3.2874 1.4635
82 H 1.7894 5.6267 0.8355
83 H 2.4959 6.1728 -1.4697
84 H 2.7747 4.3968 -3.1459
85 H 3.0031 2.6345 -4.4930
86 H 3.2568 0.5521 -5.7701
87 H 2.7505 -1.6299 -4.7290
88 H 1.9859 -1.7311 -2.3863

Atomic forces in eV per Å
Ir -0.3 -0.2 -0.2
O 0.0 0.3 -0.4
N 0.1 -0.1 0.1
C 0.0 0.0 0.1
C 0.0 0.0 0.0
C 0.0 0.0 0.0
C 0.0 0.0 0.0
C 0.0 0.0 0.1
H 0.0 0.0 0.0
H 0.0 0.0 0.0
H 0.0 0.0 0.0
H 0.0 0.0 0.0
H 0.0 0.0 0.0
N 0.0 0.0 -0.1
C 0.0 0.0 0.0
O 0.0 0.0 0.0
C 0.0 0.0 0.1
C 0.0 0.1 0.0
C 0.1 -0.1 0.0
N -0.1 -0.1 0.2
C 0.0 0.1 -0.1
C 0.1 0.0 0.0
H 0.0 0.0 0.0
H 0.0 0.0 0.0
H 0.0 0.0 0.0
H 0.0 -0.1 0.0
H 0.0 0.0 0.0
H 0.0 0.0 0.0
C 0.0 -0.1 0.1
N -0.2 0.1 -0.2
C -0.1 0.2 0.1
C 0.1 0.1 0.1
N 0.2 -0.1 0.0
C -0.1 0.0 0.0
C -0.1 -0.2 0.1
Se 0.1 0.1 -0.2
H 0.0 0.0 0.0
H 0.0 0.0 0.0
H 0.0 0.0 0.0
H 0.0 0.1 0.0
H 0.0 0.1 0.0
H 0.0 0.0 0.0
H 0.0 0.0 0.0
H 0.0 0.0 0.0
S 0.2 0.1 0.3
C 0.1 -0.1 0.1
C 0.0 0.0 0.1
C 0.0 0.0 0.0
C 0.0 0.0 0.0
C 0.0 0.0 0.0
C -0.1 0.0 -0.1
H 0.0 0.0 0.0
H 0.0 0.0 0.0
H 0.0 0.0 0.0
H 0.0 0.0 0.0
H 0.0 0.0 0.0
C 0.0 0.0 0.0
C 0.0 0.0 0.0
C 0.0 0.0 0.1
C -0.1 -0.1 0.0
C 0.0 -0.1 0.0
C 0.0 0.0 0.0
As 0.1 0.1 -0.1
C -0.1 -0.1 0.1
C 0.0 0.0 0.0
C 0.0 0.0 0.0
C 0.0 0.0 0.0
C 0.0 0.0 0.0
C 0.0 -0.1 -0.1
C 0.0 0.1 0.0
C 0.0 0.0 -0.1
C 0.0 0.0 0.0
C 0.0 0.0 0.0
C 0.0 0.0 -0.1
C -0.1 0.0 0.0
H 0.0 0.0 0.0
H 0.0 0.0 0.0
H 0.0 0.0 0.0
H 0.0 0.0 0.0
H 0.0 0.0 0.0
H 0.0 0.0 0.0
H 0.0 0.0 0.0
H 0.0 0.0 0.0
H 0.0 0.0 0.0
H 0.0 0.0 0.0
H 0.0 0.0 0.0
H 0.0 0.0 0.0
H 0.0 0.0 0.0

Atomic partial charges in e from the Löwdin method, atoms 1 to 6:
1. Ir 0.610
2. O -0.308
3. N -0.195
4. C 0.012
5. C -0.007
6. C -0.020